Entry 1:
Formula: C10H13BrO4
Source: the OMol25 dataset
Level of theory: ωB97M-V with the def2-TZVPD basis set

Element x y z (Å)
C -1.831 0.629 -0.997
C -0.441 1.233 -0.731
C -0.610 2.742 -0.606
C 0.179 0.554 0.531
C 0.158 1.464 1.764
C 1.621 0.185 0.290
O 1.886 -0.928 -0.585
C 1.120 -1.985 -0.380
C 0.908 -2.731 0.694
Br 1.802 -2.650 2.331
C -0.284 -3.568 0.320
O -1.321 -3.646 0.922
O -0.082 -3.881 -1.018
C 0.397 -2.680 -1.526
O 0.491 -2.427 -2.686
H -1.814 -0.441 -0.829
H -2.528 1.098 -0.314
H -2.153 0.848 -2.004
H 0.190 1.020 -1.587
H 0.339 3.203 -0.354
H -1.361 2.989 0.131
H -0.918 3.178 -1.546
H -0.504 -0.245 0.800
H 0.571 0.877 2.580
H 0.810 2.319 1.653
H -0.846 1.741 2.050
H 2.101 1.053 -0.147
H 2.122 0.049 1.242

Calculated values
Kohn-Sham gap in eV: 9.6
E in Ha: -3263.77503
Structure (SMILES): CC(C)[C@H](C)COC1=C(Br)C(=O)OC1=O
E_HOMO in eV: -10.07

Entry 2:
Formula: C4H9S
Source: the OMol25 dataset
Level of theory: ωB97M-V with the def2-TZVPD basis set

Element x y z (Å)
C -0.626 -1.097 -2.177
S 0.278 0.342 -2.697
H -0.349 -1.417 -1.168
H -0.504 -1.936 -2.852
H -1.677 -0.878 -2.071
C -0.924 0.059 3.374
C 0.450 0.363 2.821
C 0.716 0.247 1.525
H -0.798 -0.542 4.269
H -1.496 -0.507 2.644
H -1.502 0.945 3.639
H 1.133 0.812 3.528
H 1.741 0.310 1.200
H -0.077 0.090 0.807

Calculated values
Multiplicity: 2
Kohn-Sham gap (spin up / spin down) in eV: 10.3 / 7.0
E in Ha: -555.90140
E_HOMO (spin up / spin down) in eV: -9.30 / -8.90

Which of these has the highest E?
C4H9S

E of number 1 (C10H13BrO4)?
-3263.77503 Ha

The highest E belongs to which entry?
C4H9S

Look up the E of the first one.
-3263.77503 Ha